#1
Entry from the OMol25 dataset: 2 unconnected molecules or ions with the total composition C9H11O3 (the ωB97M-V functional and the def2-TZVPD basis).

Results
**E_HOMO**: -4.21 eV
**Kohn-Sham gap**: 0.281 Ha
**Charge**: -1
**2S+1**: 1

Each line ends with the natural charge from an NBO analysis.
CARTESIAN COORDINATES (ANGSTROEM)
C -0.734 2.407 -3.906  -0.73
C -0.747 1.287 -2.840  0.79
O -1.822 1.249 -2.159  -0.78
O 0.237 0.544 -2.721  -0.75
H -0.307 2.013 -4.824  0.20
H -0.137 3.263 -3.569  0.20
H -1.726 2.848 -3.989  0.21
C 2.485 -1.752 3.296  -0.61
C -0.669 -0.170 0.815  0.36
C 0.565 -0.505 0.236  -0.32
C -0.931 -0.516 2.164  -0.30
C 1.553 -1.055 1.057  -0.19
C 0.067 -1.125 2.914  -0.19
C 1.368 -1.313 2.416  -0.12
O -1.660 0.380 0.147  -0.73
H -1.626 0.596 -0.874  0.52
H 0.778 -0.224 -0.786  0.27
H -1.901 -0.501 2.641  0.20
H 2.533 -1.198 0.610  0.19
H -0.090 -1.353 3.958  0.18
H 2.760 -0.990 4.028  0.20
H 3.379 -1.989 2.719  0.20
H 2.259 -2.701 3.799  0.20


#2
Entry from the OMol25 dataset: 2 unconnected molecules or ions with the total composition C9H11O3 (the ωB97M-V functional and the def2-TZVPD basis).

Results
**E_HOMO**: -2.70 eV
**Kohn-Sham gap**: 0.224 Ha
**Charge**: -1
**2S+1**: 1

Each line ends with the natural charge from an NBO analysis.
CARTESIAN COORDINATES (ANGSTROEM)
C 0.732 2.611 1.271  -0.77
C -0.289 3.311 0.341  0.81
O -1.391 2.554 0.136  -0.72
O -0.063 4.195 -0.367  -0.56
H 1.426 3.286 1.684  0.22
H 1.450 2.029 0.586  0.25
H 0.446 1.864 2.008  0.26
C 0.466 -1.305 -2.524  -0.62
C -0.642 -1.438 1.702  0.43
C 0.648 -0.833 1.229  -0.39
C -1.353 -2.083 0.608  -0.39
C 0.940 -0.840 -0.097  -0.22
C -1.121 -1.959 -0.724  -0.21
C -0.009 -1.270 -1.131  -0.17
O -0.893 -1.425 2.902  -0.74
H -1.198 1.609 0.153  0.51
H 1.505 -0.739 1.828  0.19
H -2.165 -2.645 0.983  0.19
H 1.776 -0.460 -0.691  0.18
H -1.930 -2.374 -1.393  0.19
H 1.460 -0.801 -2.636  0.20
H -0.432 -0.949 -3.108  0.20
H 0.636 -2.338 -2.759  0.19


Stability, descending: #1, #2


#1
Entry from the OMol25 dataset: C22H25ClFN3O4S in the gas phase (the ωB97M-V functional and the def2-TZVPD basis).

Results
**E_HOMO**: -8.91 eV
**Kohn-Sham gap**: 0.342 Ha
**2S+1**: 1

Each line ends with the natural charge from an NBO analysis.
CARTESIAN COORDINATES (ANGSTROEM)
C -0.422 -3.606 2.107  -0.62
H 0.290 -4.025 1.402  0.23
H -0.804 -4.405 2.736  0.21
H 0.090 -2.879 2.735  0.20
C -1.569 -2.936 1.345  0.12
N -1.043 -1.841 0.529  -0.64
C -0.135 -1.970 -0.447  0.67
O 0.338 -3.014 -0.849  -0.64
C 0.286 -0.614 -1.047  -0.31
N 1.312 0.027 -0.236  -0.46
C 0.951 0.671 0.890  0.70
O -0.227 0.751 1.239  -0.69
C 2.034 1.274 1.727  -0.70
H 1.736 1.274 2.775  0.26
H 2.990 0.770 1.607  0.26
S 2.377 3.079 1.336  1.32
O 3.020 3.577 2.545  -0.97
C 0.600 3.638 1.454  -0.71
C -0.003 3.196 0.147  0.69
O 0.721 2.989 -0.809  -0.64
N -1.351 3.062 0.156  -0.58
C -2.159 2.469 -0.822  0.13
C -1.714 2.234 -2.121  -0.24
C -2.551 1.626 -3.039  -0.25
C -3.829 1.265 -2.655  0.38
C -4.294 1.496 -1.372  -0.27
C -3.453 2.099 -0.458  -0.21
H -3.799 2.280 0.549  0.21
H -5.296 1.205 -1.103  0.23
F -4.646 0.674 -3.551  -0.32
H -2.219 1.435 -4.047  0.23
H -0.716 2.520 -2.405  0.26
H -1.808 3.184 1.049  0.40
H 0.637 4.725 1.529  0.26
H 0.116 3.220 2.333  0.25
C 2.649 -0.083 -0.698  0.20
C 3.235 -1.339 -0.807  -0.23
C 4.533 -1.455 -1.268  -0.22
C 5.238 -0.315 -1.623  -0.03
C 4.648 0.938 -1.545  -0.23
C 3.348 1.053 -1.090  -0.24
H 2.860 2.014 -1.062  0.25
H 5.199 1.815 -1.848  0.23
Cl 6.863 -0.458 -2.186  0.01
H 4.996 -2.426 -1.353  0.23
H 2.671 -2.221 -0.546  0.25
H -0.578 0.054 -1.110  0.24
H 0.697 -0.782 -2.043  0.24
H -1.222 -0.900 0.861  0.44
C -2.268 -3.948 0.436  -0.62
H -3.077 -3.469 -0.111  0.21
H -1.558 -4.355 -0.277  0.24
H -2.678 -4.762 1.029  0.21
C -2.568 -2.317 2.321  -0.61
H -2.993 -3.087 2.960  0.22
H -3.377 -1.833 1.779  0.21
H -2.077 -1.578 2.950  0.21


#2
Entry from the OMol25 dataset: C22H25ClFN3O4S in the gas phase (the ωB97M-V functional and the def2-TZVPD basis).

Results
**E_HOMO**: -9.36 eV
**Kohn-Sham gap**: 0.360 Ha
**2S+1**: 1
**SMILES**: O=C(CCNC(=O)C1CCN(S(=O)(=O)c2ccc(F)cc2)CC1)NCc1cccc(Cl)c1

Each line ends with the natural charge from an NBO analysis.
CARTESIAN COORDINATES (ANGSTROEM)
O -4.393 -1.692 1.783  -0.65
C -4.323 -0.758 1.009  0.68
C -4.583 0.680 1.429  -0.51
C -3.310 1.312 2.001  -0.20
N -2.195 1.393 1.069  -0.62
C -2.247 1.785 -0.215  0.70
O -3.277 1.932 -0.851  -0.67
C -0.878 1.998 -0.862  -0.30
C -0.102 0.675 -0.888  -0.43
C 1.343 0.888 -1.338  -0.23
N 2.010 1.937 -0.595  -0.67
S 2.404 1.517 0.988  2.31
O 2.975 2.681 1.593  -0.94
O 1.315 0.879 1.685  -0.96
C 3.692 0.315 0.679  -0.36
C 3.534 -0.999 1.077  -0.18
C 4.541 -1.914 0.822  -0.28
C 5.683 -1.475 0.173  0.42
F 6.664 -2.357 -0.083  -0.32
C 5.852 -0.157 -0.224  -0.28
C 4.837 0.746 0.037  -0.14
C 1.319 3.210 -0.690  -0.23
C -0.101 3.105 -0.137  -0.42
N -4.003 -0.896 -0.293  -0.62
C -3.645 -2.178 -0.863  -0.27
C -2.156 -2.421 -0.817  0.08
C -1.397 -2.539 -1.973  -0.25
C -0.029 -2.748 -1.894  -0.20
C 0.599 -2.835 -0.664  -0.25
C -0.165 -2.720 0.487  -0.02
Cl 0.591 -2.851 2.035  0.01
C -1.531 -2.515 0.421  -0.27
H -5.332 0.672 2.222  0.24
H -4.945 1.267 0.588  0.25
H -3.555 2.321 2.356  0.20
H -2.971 0.718 2.853  0.22
H -1.282 1.285 1.486  0.42
H -1.063 2.321 -1.892  0.22
H -0.593 -0.025 -1.566  0.23
H -0.084 0.228 0.105  0.23
H 1.381 1.166 -2.396  0.20
H 1.917 -0.031 -1.199  0.22
H 2.627 -1.287 1.585  0.26
H 4.453 -2.947 1.120  0.24
H 6.762 0.140 -0.721  0.24
H 4.919 1.784 -0.243  0.24
H 1.312 3.510 -1.742  0.20
H 1.903 3.928 -0.114  0.24
H -0.620 4.057 -0.257  0.22
H -0.022 2.887 0.929  0.21
H -3.889 -0.065 -0.856  0.43
H -4.151 -2.939 -0.259  0.24
H -4.011 -2.226 -1.891  0.20
H -1.876 -2.474 -2.939  0.21
H 0.554 -2.844 -2.797  0.22
H 1.663 -3.001 -0.597  0.23
H -2.120 -2.440 1.322  0.26


Stability, descending: #2, #1


#1
Entry from the OMol25 dataset: a molecular structure, C26H26BrN8O8P2S2W (the ωB97M-V functional and the def2-TZVPD basis).

Results
**E_HOMO (spin up / spin down)**: -8.71 / -10.30 eV
**Kohn-Sham gap (spin up / spin down)**: 0.188 / 0.239 Ha
**Charge**: +1
**2S+1**: 3
**<S²>**: 2.419

Each line ends with the Mulliken spin population.
CARTESIAN COORDINATES (ANGSTROEM)
W 0.436 -0.959 0.406  -0.52
C -0.051 -3.157 4.164  -0.01
C -0.276 -2.518 2.829  0.14
N 0.740 -2.337 1.955  0.14
N 1.905 -2.993 2.279  0.00
C 3.082 -2.569 1.816  0.00
N 4.182 -3.286 2.094  0.01
S 3.156 -1.155 0.906  0.03
C -1.500 -2.009 2.390  0.04
C -2.749 -2.295 2.992  0.03
C -3.906 -1.959 2.361  0.03
C -3.835 -1.331 1.098  0.03
C -2.615 -1.013 0.586  0.01
N -1.435 -1.276 1.212  0.08
H -0.072 -4.249 4.120  0.01
H -0.818 -2.836 4.864  0.00
H 0.914 -2.838 4.558  0.01
H 1.817 -3.878 2.756  0.00
H 4.184 -3.981 2.823  0.00
H 5.061 -2.891 1.806  0.00
H -2.763 -2.823 3.933  0.01
H -4.866 -2.189 2.799  0.00
H -4.732 -1.100 0.547  0.00
H -2.528 -0.521 -0.372  0.01
C -1.315 -4.088 -3.320  0.00
C -0.084 -4.055 -2.440  0.00
O 1.076 -4.695 -2.946  0.00
P -0.443 -4.892 -0.823  0.00
O -1.353 -6.148 -1.166  0.00
O 0.897 -5.521 -0.280  0.00
O -1.077 -3.985 0.134  0.00
P 0.437 -2.333 -1.900  0.00
O 1.167 -1.847 -3.212  -0.01
O -0.684 -1.404 -1.439  0.01
O 1.357 -2.553 -0.694  0.00
H -1.621 -5.118 -3.496  0.00
H -1.118 -3.611 -4.281  0.00
H -2.122 -3.549 -2.820  0.00
H 1.349 -4.280 -3.775  0.00
H -2.254 -6.099 -0.825  0.00
H 1.548 -5.753 -0.959  0.00
H 1.571 -0.971 -3.166  0.00
Br 2.042 8.401 2.358  0.01
C 1.215 7.509 0.909  0.15
C 0.025 8.003 0.385  -0.07
C -0.552 7.383 -0.700  0.15
C 0.050 6.250 -1.274  0.02
C 1.236 5.744 -0.703  0.14
C 1.814 6.374 0.376  -0.08
N -0.477 5.753 -2.435  0.59
N -0.147 4.691 -3.015  0.55
C 0.113 3.464 -2.569  -0.03
C 0.995 2.667 -3.333  0.23
C 1.481 1.475 -2.851  -0.15
C 0.993 0.968 -1.642  0.19
O 1.450 -0.127 -1.030  0.06
C -0.053 1.621 -0.977  0.07
N -0.517 0.967 0.138  0.07
C -1.402 1.643 0.896  -0.05
C -1.876 2.891 0.569  0.06
C -1.427 3.543 -0.573  -0.02
C -0.476 2.913 -1.366  0.04
H -0.427 8.884 0.819  0.00
H -1.478 7.751 -1.121  0.00
H 1.704 4.868 -1.131  0.01
H 2.726 5.985 0.806  0.00
H 1.367 3.078 -4.260  0.00
H 2.286 0.966 -3.368  0.00
H -1.714 1.155 1.808  0.00
H -2.580 3.378 1.226  0.00
H -1.809 4.520 -0.825  0.00
S 0.906 0.431 2.654  0.02
C 1.676 1.551 1.673  -0.01
N 2.193 2.368 1.038  0.01


#2
Entry from the OMol25 dataset: a molecular structure, C26H26BrN8O8P2S2W (the ωB97M-V functional and the def2-TZVPD basis).

Results
**E_HOMO (spin up / spin down)**: -9.03 / -10.41 eV
**Kohn-Sham gap (spin up / spin down)**: 0.206 / 0.252 Ha
**Charge**: +1
**2S+1**: 3
**<S²>**: 2.020

Each line ends with the Mulliken spin population.
CARTESIAN COORDINATES (ANGSTROEM)
W 1.027 -0.046 0.301  0.91
C 3.361 -3.795 1.035  -0.02
C 2.641 -2.622 0.442  0.23
N 2.582 -1.384 0.991  0.15
N 3.345 -1.201 2.131  -0.02
C 2.993 -0.311 3.032  0.03
N 3.766 -0.119 4.118  0.01
S 1.622 0.628 2.744  -0.01
C 1.932 -2.755 -0.760  0.15
C 1.968 -3.928 -1.543  0.09
C 1.266 -3.986 -2.712  0.03
C 0.527 -2.864 -3.117  0.11
C 0.518 -1.745 -2.325  -0.01
N 1.201 -1.666 -1.159  0.13
H 3.764 -3.614 2.028  0.00
H 4.179 -4.121 0.389  0.01
H 2.670 -4.634 1.140  0.01
H 4.200 -1.742 2.209  0.00
H 4.450 -0.802 4.402  0.00
H 3.448 0.529 4.818  0.00
H 2.564 -4.765 -1.217  0.02
H 1.288 -4.880 -3.320  0.00
H -0.045 -2.860 -4.032  0.00
H -0.053 -0.881 -2.621  0.02
C 2.148 1.779 -3.759  0.00
C 1.568 2.414 -2.499  0.00
O 1.698 3.831 -2.483  0.00
P 2.497 1.894 -1.027  0.01
O 2.821 0.416 -1.052  -0.01
O 3.819 2.741 -1.017  0.01
O 1.675 2.022 0.269  0.00
P -0.179 1.848 -2.239  0.02
O -0.807 3.044 -1.386  0.00
O -0.942 1.552 -3.454  0.00
O -0.019 0.662 -1.238  -0.01
H 3.152 2.164 -3.937  0.00
H 1.508 2.013 -4.609  0.00
H 2.199 0.694 -3.666  0.00
H 1.198 4.214 -3.216  0.00
H 4.678 -0.189 -0.632  0.00
H 3.697 3.693 -1.128  0.00
H -1.600 3.393 -1.818  0.00
Br -4.480 2.682 -3.037  0.00
C -4.955 1.958 -1.358  0.00
C -5.561 2.762 -0.410  0.00
C -5.842 2.231 0.841  0.00
C -5.479 0.931 1.150  0.00
C -4.939 0.112 0.164  0.00
C -4.680 0.622 -1.095  0.00
N -5.791 0.511 2.515  0.01
N -5.079 -0.286 3.148  0.00
C -3.707 -0.532 2.736  0.03
C -3.267 -1.821 2.803  -0.02
C -2.015 -2.221 2.262  0.04
C -1.224 -1.265 1.689  -0.02
O -0.063 -1.477 1.073  0.06
C -1.607 0.094 1.768  0.01
N -0.680 0.972 1.282  0.00
C -0.872 2.267 1.439  0.03
C -2.030 2.760 2.074  -0.01
C -2.991 1.896 2.505  0.02
C -2.811 0.496 2.330  -0.01
H -5.809 3.789 -0.642  0.00
H -6.309 2.838 1.605  0.00
H -4.729 -0.928 0.365  0.00
H -4.255 -0.006 -1.865  0.00
H -3.940 -2.561 3.216  0.00
H -1.706 -3.255 2.271  0.00
H -0.095 2.926 1.082  0.00
H -2.136 3.827 2.207  0.00
H -3.869 2.274 3.007  0.00
S 5.828 -0.813 -0.280  0.00
C 5.487 -2.213 -1.183  0.00
N 5.277 -3.190 -1.748  0.01


Stability, descending: #2, #1